[1]
{"formula": "C13H46BF4N14O10", "method": "ωB97M-V with the def2-TZVPD basis set", "charge": -1, "homo_ev": -7.5047, "orbital_gap_ev": 9.7092, "species": ["F", "F", "F", "F", "O", "O", "O", "O", "O", "O", "O", "O", "O", "O", "N", "N", "N", "N", "N", "N", "N", "N", "N", "N", "N", "N", "N", "N", "C", "C", "C", "C", "C", "C", "C", "C", "C", "C", "C", "C", "C", "B", "H", "H", "H", "H", "H", "H", "H", "H", "H", "H", "H", "H", "H", "H", "H", "H", "H", "H", "H", "H", "H", "H", "H", "H", "H", "H", "H", "H", "H", "H", "H", "H", "H", "H", "H", "H", "H", "H", "H", "H", "H", "H", "H", "H", "H", "H"], "coordinates": [[-11.873, 16.820, 18.700], [-10.110, 16.307, 17.324], [-10.425, 18.495, 18.025], [-9.737, 17.059, 19.522], [-12.332, 17.827, 13.320], [-7.180, 18.170, 13.261], [-6.945, 12.643, 16.939], [-7.607, 21.260, 17.389], [-11.857, 21.410, 19.626], [-16.091, 19.696, 19.242], [-12.785, 14.786, 22.785], [-9.967, 14.191, 22.614], [-7.215, 17.739, 20.042], [-12.960, 11.053, 19.478], [-11.967, 18.811, 15.329], [-9.647, 20.831, 16.440], [-8.237, 18.296, 15.264], [-11.018, 16.768, 14.827], [-9.502, 22.289, 18.162], [-15.515, 17.609, 19.889], [-8.910, 14.725, 20.622], [-10.191, 20.023, 20.343], [-9.038, 13.407, 16.780], [-7.107, 20.121, 14.461], [-10.786, 21.818, 21.598], [-7.504, 14.633, 17.949], [-9.019, 12.591, 21.345], [-14.048, 18.874, 18.673], [-9.358, 13.892, 21.594], [-8.823, 21.440, 17.331], [-7.461, 18.809, 14.257], [-7.109, 18.414, 18.778], [-12.788, 15.823, 21.799], [-12.139, 13.240, 19.041], [-11.018, 21.096, 20.465], [-11.829, 17.799, 14.438], [-7.756, 13.524, 17.201], [-12.225, 12.120, 20.077], [-15.258, 18.800, 19.278], [-11.907, 17.010, 22.202], [-5.737, 18.053, 18.247], [-10.569, 17.130, 18.366], [-11.400, 17.367, 21.303], [-10.763, 15.967, 14.283], [-11.458, 22.538, 21.788], [-12.004, 14.235, 22.648], [-5.559, 16.978, 18.202], [-6.401, 20.448, 13.825], [-12.427, 17.857, 22.651], [-11.138, 16.677, 22.898], [-7.904, 18.170, 18.071], [-12.671, 10.962, 18.566], [-7.186, 19.491, 18.931], [-12.372, 15.386, 20.888], [-12.861, 12.467, 20.891], [-11.225, 11.867, 20.423], [-9.365, 19.965, 20.907], [-10.621, 16.763, 15.767], [-9.778, 13.957, 17.185], [-16.367, 17.547, 20.413], [-8.142, 17.782, 20.307], [-9.993, 21.640, 22.181], [-8.307, 14.306, 19.934], [-7.147, 20.470, 15.411], [-8.116, 15.422, 17.812], [-8.616, 17.384, 15.084], [-8.512, 12.287, 20.533], [-8.983, 11.960, 22.125], [-12.361, 19.630, 14.904], [-13.835, 16.097, 21.675], [-5.546, 18.536, 17.287], [-8.327, 18.664, 16.194], [-11.393, 14.012, 19.267], [-13.793, 19.761, 18.279], [-10.562, 21.247, 16.447], [-13.086, 13.760, 18.913], [-10.385, 19.425, 19.547], [-9.286, 12.541, 16.339], [-10.498, 22.291, 18.316], [-4.959, 18.407, 18.928], [-13.316, 18.202, 18.830], [-9.110, 15.703, 20.459], [-11.748, 12.876, 18.083], [-9.404, 20.305, 15.619], [-11.810, 18.656, 16.308], [-8.888, 22.783, 18.784], [-6.621, 14.723, 18.416], [-14.956, 16.779, 19.812]]}

=====

[2]
{"formula": "C18H17AsBiBr2N3O9S", "method": "ωB97M-V with the def2-TZVPD basis set", "charge": 0, "homo_ev": -8.0830, "orbital_gap_ev": 7.7586, "relative_energy_ev": 0.000, "species": ["Bi", "Br", "Br", "As", "S", "O", "O", "O", "O", "O", "O", "O", "O", "O", "N", "N", "N", "C", "C", "C", "C", "C", "C", "C", "C", "C", "C", "C", "C", "C", "C", "C", "C", "C", "C", "H", "H", "H", "H", "H", "H", "H", "H", "H", "H", "H", "H", "H", "H", "H", "H", "H"], "coordinates": [[0.119, 0.321, 0.322], [0.349, 1.593, -4.667], [-4.312, -1.515, -5.258], [1.258, -2.428, 0.947], [3.348, 1.105, 1.102], [2.698, 2.085, 1.972], [-1.584, 1.767, 2.018], [0.381, -1.662, 2.115], [0.851, -4.114, 0.705], [-0.078, 0.943, -1.715], [2.414, 0.738, -0.028], [-1.561, 3.426, 3.545], [0.780, -1.628, -0.478], [3.170, -0.305, 2.087], [-0.336, 3.665, 1.722], [-2.020, -0.553, -0.576], [0.368, 3.147, 0.633], [3.142, -2.522, 1.176], [-3.047, -0.976, -2.725], [-2.905, -1.323, 1.538], [-1.187, 2.853, 2.402], [-0.987, 0.390, -2.492], [3.842, -1.422, 1.668], [-4.043, -1.716, -2.050], [5.898, -2.631, 1.375], [-1.993, -0.020, -4.673], [-2.491, 2.668, 4.330], [5.227, -1.486, 1.766], [-2.992, -0.767, -4.125], [-4.004, -1.835, -0.692], [-2.041, -0.400, -1.929], [-2.961, -1.232, 0.045], [-0.999, 0.555, -3.859], [5.201, -3.731, 0.891], [3.821, -3.676, 0.792], [6.977, -2.667, 1.455], [-1.953, 0.143, -5.741], [5.728, -4.627, 0.593], [0.096, -4.166, 0.104], [-3.421, 2.527, 3.782], [5.760, -0.630, 2.160], [-4.764, -2.392, -0.161], [0.034, 4.461, 2.218], [0.231, 3.729, -0.183], [-2.664, 3.258, 5.223], [1.355, 3.052, 0.872], [-3.608, -2.068, 1.907], [3.266, -4.524, 0.417], [-1.899, -1.574, 1.881], [-4.836, -2.178, -2.622], [-2.068, 1.699, 4.587], [-3.163, -0.354, 1.970]]}

=====

[3]
{"formula": "CHN4O", "method": "ωB97M-V with the def2-TZVPD basis set", "charge": -1, "homo_ev": -3.1056, "orbital_gap_ev": 7.8630, "relative_energy_ev": 0.402, "species": ["O", "N", "N", "N", "N", "C", "H"], "coordinates": [[1.223, -2.022, 0.006], [1.326, -0.740, -0.023], [2.505, -0.179, -0.024], [2.424, 1.105, 0.038], [0.949, 1.439, -0.023], [0.402, 0.266, 0.003], [-0.614, 0.216, 0.081]]}

=====

[4]
{"formula": "C4H6O4P2", "method": "ωB97M-V with the def2-TZVPD basis set", "charge": -2, "homo_ev": 0.8950, "orbital_gap_ev": 5.6172, "relative_energy_ev": 0.304, "species": ["P", "P", "O", "O", "O", "O", "C", "C", "C", "C", "H", "H", "H", "H", "H", "H"], "coordinates": [[-1.199, 0.088, -1.106], [-2.794, -0.450, 0.271], [-3.803, -1.473, -0.144], [0.676, 1.962, -0.157], [-2.565, -0.255, 1.744], [-2.911, 0.938, -0.556], [1.060, 0.822, 0.565], [-0.341, 1.038, 0.197], [2.000, -0.186, -0.094], [1.300, -1.196, -0.969], [1.162, -2.156, -0.468], [1.810, -1.351, -1.928], [1.325, 1.067, 1.604], [2.721, 0.403, -0.681], [-1.009, 1.397, 0.981], [2.568, -0.647, 0.741]]}

=====

[5]
{"formula": "C20H17F3N3O10S", "method": "ωB97M-V with the def2-TZVPD basis set", "charge": -1, "homo_ev": -4.2841, "orbital_gap_ev": 5.5446, "relative_energy_ev": 0.000, "species": ["S", "F", "F", "F", "O", "O", "O", "O", "O", "O", "O", "O", "O", "O", "N", "N", "N", "C", "C", "C", "C", "C", "C", "C", "C", "C", "C", "C", "C", "C", "C", "C", "C", "C", "C", "C", "C", "H", "H", "H", "H", "H", "H", "H", "H", "H", "H", "H", "H", "H", "H", "H", "H", "H"], "coordinates": [[2.111, 0.073, 1.990], [1.749, -0.859, 4.475], [3.779, -0.152, 4.026], [2.169, 1.297, 4.377], [2.833, 1.201, 1.443], [1.568, 0.786, -1.427], [-0.236, 1.928, -0.841], [-0.881, 4.273, 1.899], [-2.902, 3.722, 1.258], [-0.244, -2.867, -1.022], [-4.117, -0.328, 1.648], [2.326, -1.276, 1.524], [-3.101, -2.363, 1.349], [1.617, -1.674, -1.257], [-1.778, 3.423, 1.699], [-2.979, -1.167, 1.541], [-3.749, 0.997, 1.733], [-1.881, -0.317, 1.671], [-0.533, -0.592, 1.446], [-0.079, 1.726, 2.115], [-3.997, 0.735, -1.355], [3.701, -2.688, -1.513], [-3.951, -1.619, -1.884], [-4.680, -0.441, -1.685], [-1.444, 2.050, 1.972], [-2.388, 0.973, 1.869], [2.469, 0.093, 3.846], [2.188, 2.108, -1.444], [0.288, -1.756, -1.101], [-1.849, -0.450, -1.373], [3.568, 1.840, -1.956], [-2.611, 0.754, -1.312], [-0.453, -0.468, -1.011], [2.244, -2.978, -1.324], [0.366, 0.433, 1.838], [0.276, 0.828, -1.078], [-2.570, -1.630, -1.727], [-0.232, -1.625, 1.281], [-5.769, -0.436, -1.761], [4.268, -3.620, -1.564], [1.613, 2.777, -2.099], [-4.539, 1.661, -1.151], [2.200, 2.489, -0.416], [-2.014, -2.560, -1.806], [3.520, 1.442, -2.974], [2.049, -3.514, -0.385], [0.628, 2.518, 2.349], [1.824, -3.535, -2.172], [4.153, 2.761, -1.970], [-4.460, -2.551, -2.137], [-2.078, 1.691, -1.171], [3.864, -2.137, -2.446], [4.066, 1.111, -1.312], [4.080, -2.088, -0.678]]}

=====

[6]
{"formula": "C36H28AsBrFeN5O2S4", "method": "ωB97M-V with the def2-TZVPD basis set", "charge": 0, "homo_ev": [-7.2227, -7.6108], "orbital_gap_ev": [7.5198, 6.5042], "spin_multiplicity": 6, "species": ["Br", "As", "Fe", "S", "S", "S", "S", "O", "O", "N", "N", "N", "N", "N", "C", "C", "C", "C", "C", "C", "C", "C", "C", "C", "C", "C", "C", "C", "C", "C", "C", "C", "C", "C", "C", "C", "C", "C", "C", "C", "C", "C", "C", "C", "C", "C", "C", "C", "C", "C", "H", "H", "H", "H", "H", "H", "H", "H", "H", "H", "H", "H", "H", "H", "H", "H", "H", "H", "H", "H", "H", "H", "H", "H", "H", "H", "H", "H"], "coordinates": [[1.205, -1.177, 3.527], [0.405, -1.790, -0.070], [-0.530, 0.856, 0.534], [2.024, 0.930, 0.054], [-1.425, 2.425, -3.925], [1.053, 2.768, 1.707], [-4.891, -1.229, -0.039], [-2.041, 2.328, 0.738], [-3.841, 1.680, 1.974], [-3.025, -1.680, 1.864], [-0.868, 0.479, 2.778], [0.898, 2.381, -2.598], [-2.478, -0.391, -0.019], [-0.947, 1.221, -1.707], [4.475, -2.908, 0.336], [-2.655, 1.872, 1.774], [-0.008, 0.249, 3.767], [-2.267, 0.952, -2.062], [-0.086, -5.988, -0.393], [-0.391, 1.984, -2.614], [0.577, 6.641, 0.681], [-1.002, -2.224, -2.560], [2.965, -0.565, 0.189], [-0.274, -1.523, -4.744], [1.161, -1.210, -2.835], [-0.010, -3.668, 0.269], [-4.357, -0.261, -1.361], [-0.516, -4.025, 1.514], [-0.584, -6.336, 0.857], [2.338, -1.813, 0.098], [-1.234, -2.102, -3.923], [-0.839, 2.023, 5.085], [-1.740, 2.297, 4.082], [0.439, 5.401, 1.288], [-0.799, -5.353, 1.811], [1.539, 6.843, -0.300], [-3.072, 0.099, -1.175], [2.231, 4.547, -0.063], [0.198, -4.662, -0.687], [1.263, 4.339, 0.918], [-1.713, 1.515, 2.935], [0.058, 0.976, 4.934], [-3.338, -1.079, 0.677], [3.099, -2.975, 0.172], [0.925, -1.083, -4.199], [-2.698, 1.515, -3.204], [4.351, -0.507, 0.356], [5.099, -1.670, 0.429], [0.195, -1.773, -2.010], [2.367, 5.791, -0.665], [-0.809, -7.371, 1.083], [3.130, 5.937, -1.419], [-0.816, 2.624, 5.985], [-0.458, -1.419, -5.806], [1.474, 2.115, -1.809], [-1.193, -5.615, 2.785], [-0.693, -3.265, 2.265], [-1.762, -2.668, -1.926], [-5.018, -0.009, -2.173], [0.580, -4.403, -1.667], [-3.673, 1.457, -3.654], [-0.321, 5.248, 2.045], [2.893, 3.732, -0.335], [-2.456, 3.103, 4.153], [0.081, -6.751, -1.143], [2.096, -0.855, -2.418], [-0.076, 7.453, 0.976], [4.830, 0.461, 0.433], [-2.230, -1.259, 2.327], [6.172, -1.611, 0.560], [0.794, 0.733, 5.684], [1.185, 3.151, -3.173], [-3.798, -1.878, 2.478], [1.679, -0.634, -4.833], [5.056, -3.819, 0.393], [-2.170, -2.451, -4.340], [2.619, -3.943, 0.111], [1.644, 7.812, -0.771]]}